Entry from the Open Molecules 2025 dataset: a cluster of 10 separate species, C30H60O24 in total at a distorted geometry (wB97M-V/def2-TZVPD).

XYZ file:
```
114
Properties=species:S:1:pos:R:3:forces:R:3
C -3.007 -12.597 -16.734 0.3 -0.3 0.9
O -4.200 -11.879 -16.453 0.1 0.0 -1.2
C -4.415 -11.714 -15.173 0.0 -0.3 0.8
O -3.737 -12.251 -14.317 -0.7 0.8 0.2
O -5.469 -10.915 -15.058 0.1 0.0 0.2
C -5.724 -10.299 -13.799 0.0 -0.2 0.9
H -3.034 -13.568 -16.233 0.0 0.0 -0.3
H -2.159 -12.073 -16.281 0.0 0.1 -0.4
H -2.944 -12.685 -17.801 0.1 0.0 -0.4
H -4.869 -9.704 -13.471 0.0 0.0 -0.2
H -5.948 -11.013 -13.001 0.1 -0.2 -0.3
H -6.602 -9.678 -13.898 0.0 0.1 -0.3
C -6.000 -15.139 -8.036 -0.1 0.3 -1.5
O -4.868 -15.165 -8.956 0.1 -0.4 0.9
C -4.839 -14.432 -10.074 1.0 -1.7 0.8
O -5.657 -13.684 -10.453 -2.0 1.9 -0.8
O -3.711 -14.760 -10.683 1.5 -0.8 -0.4
C -3.349 -14.273 -11.983 0.0 0.6 0.1
H -6.878 -15.552 -8.542 0.1 0.0 0.1
H -6.240 -14.128 -7.733 0.1 0.1 0.2
H -5.726 -15.775 -7.207 0.2 0.0 0.1
H -4.000 -14.680 -12.747 -0.4 0.3 0.0
H -2.353 -14.607 -12.270 0.0 -0.5 0.7
H -3.280 -13.189 -11.976 -0.6 0.1 -0.2
C -8.909 -19.519 -4.157 -0.4 -0.6 0.3
O -9.128 -18.397 -4.994 -0.7 0.5 0.4
C -8.785 -18.456 -6.273 0.0 0.5 -0.2
O -9.226 -17.713 -7.107 -0.1 0.1 0.1
O -7.867 -19.374 -6.473 0.6 -0.8 -0.6
C -7.408 -19.472 -7.838 0.3 0.0 -0.1
H -9.204 -20.445 -4.653 0.2 0.1 -0.1
H -9.587 -19.410 -3.312 0.2 0.2 0.0
H -7.883 -19.586 -3.808 0.1 0.0 -0.1
H -6.646 -20.242 -7.841 0.0 -0.1 0.1
H -6.962 -18.536 -8.159 -0.1 0.0 0.0
H -8.218 -19.747 -8.507 -0.1 0.1 0.0
C -0.638 -13.492 -14.452 -0.4 0.1 0.3
O -0.141 -13.832 -15.750 -1.3 -0.4 0.2
C 1.066 -13.394 -15.993 0.2 -0.3 -0.6
O 1.761 -12.804 -15.227 0.9 0.7 0.7
O 1.390 -13.740 -17.236 -0.3 -0.1 -0.3
C 2.688 -13.346 -17.628 0.9 0.2 0.4
H -0.852 -12.424 -14.393 0.3 0.0 0.1
H 0.068 -13.810 -13.686 0.0 0.1 0.0
H -1.595 -13.983 -14.311 0.1 -0.3 -0.3
H 2.805 -13.629 -18.663 0.0 0.0 -0.2
H 3.446 -13.846 -17.014 -0.2 -0.1 -0.2
H 2.849 -12.277 -17.485 -0.2 0.0 -0.2
C -4.543 -15.847 -15.566 -0.6 -0.4 0.0
O -3.247 -16.075 -16.098 0.1 0.0 1.0
C -3.126 -15.897 -17.392 0.6 -0.3 0.7
O -3.990 -15.625 -18.147 -1.8 0.5 -1.5
O -1.859 -16.058 -17.698 1.3 -0.1 -0.1
C -1.543 -15.792 -19.050 0.3 -0.3 -1.0
H -5.218 -16.663 -15.842 0.1 0.1 0.0
H -4.981 -14.916 -15.922 0.2 0.1 0.0
H -4.419 -15.850 -14.494 0.1 0.1 0.2
H -1.790 -16.649 -19.690 -0.2 0.2 0.2
H -0.470 -15.647 -19.140 0.0 0.1 0.4
H -2.069 -14.914 -19.418 0.0 0.0 0.0
C -6.437 -11.262 -4.561 0.0 -0.1 -0.4
O -6.852 -12.504 -3.999 0.0 -0.1 0.2
C -7.530 -13.320 -4.821 0.3 1.0 0.7
O -7.635 -13.192 -5.999 0.0 0.3 -1.5
O -8.100 -14.239 -4.103 -0.4 -1.1 0.7
C -9.006 -15.105 -4.811 -0.3 0.1 0.3
H -6.110 -10.647 -3.734 0.1 0.0 0.1
H -7.266 -10.787 -5.082 0.0 0.0 0.0
H -5.623 -11.405 -5.272 0.0 0.0 0.0
H -9.372 -15.789 -4.056 0.0 -0.1 0.0
H -8.534 -15.657 -5.614 0.2 0.1 -0.1
H -9.834 -14.518 -5.205 0.1 0.0 -0.1
C 2.067 -13.848 -11.456 0.3 -0.1 0.1
O 1.085 -14.721 -10.875 0.3 0.1 -0.3
C 0.233 -14.147 -10.021 0.4 -0.6 0.1
O 0.160 -12.980 -9.780 -0.1 0.6 0.0
O -0.473 -15.130 -9.463 0.3 -0.1 -0.3
C -1.397 -14.753 -8.469 -1.0 0.4 0.7
H 2.612 -14.435 -12.192 -0.2 -0.1 -0.1
H 2.794 -13.530 -10.707 -0.2 0.1 0.1
H 1.615 -12.982 -11.931 -0.1 0.0 0.0
H -1.667 -13.700 -8.528 0.1 0.0 -0.3
H -1.015 -14.908 -7.459 0.3 -0.3 -0.2
H -2.298 -15.336 -8.627 0.0 -0.1 0.1
C -3.430 -18.361 -10.575 0.0 0.5 0.1
C -4.733 -18.700 -11.250 -1.2 -1.1 0.8
O -5.759 -18.908 -10.596 1.4 0.5 -1.0
C -4.695 -18.883 -12.762 -0.2 0.6 0.6
H -3.584 -18.146 -9.520 -0.1 -0.1 0.0
H -3.001 -17.472 -11.048 0.1 -0.2 0.0
H -2.706 -19.176 -10.657 -0.1 0.0 -0.2
H -4.251 -19.847 -13.011 0.2 0.1 0.0
H -4.101 -18.067 -13.178 0.0 -0.3 -0.2
H -5.709 -18.858 -13.151 -0.1 0.0 0.0
C -0.380 -17.286 -14.907 0.2 -1.3 0.4
C -0.978 -17.107 -13.525 1.8 -0.4 -0.9
O -2.145 -16.925 -13.407 -2.1 0.5 0.6
C -0.028 -17.207 -12.383 0.4 -0.4 0.2
H -0.965 -18.079 -15.384 -0.2 0.4 -0.2
H 0.623 -17.712 -14.818 0.1 0.5 -0.2
H -0.421 -16.386 -15.506 0.0 0.1 -0.1
H 0.861 -16.626 -12.632 -0.1 0.2 0.3
H 0.353 -18.234 -12.291 -0.2 0.0 -0.2
H -0.477 -16.938 -11.434 0.1 0.3 0.0
C -7.221 -9.422 -9.512 0.0 0.5 0.6
C -7.894 -9.954 -10.721 0.0 -0.5 1.0
O -7.717 -9.423 -11.771 0.0 0.6 -1.9
C -8.800 -11.127 -10.522 -0.5 -0.4 0.2
H -6.801 -10.214 -8.908 0.2 -0.2 0.2
H -7.993 -8.924 -8.916 0.1 -0.1 0.1
H -6.472 -8.682 -9.786 0.0 -0.1 0.0
H -8.976 -11.292 -9.457 -0.1 -0.1 -0.1
H -8.361 -12.040 -10.926 0.2 0.1 0.0
H -9.751 -10.975 -11.035 0.1 0.1 0.0
```
Forces are in eV/Å.

- Kohn-Sham gap (eV) = 9.990
- SMILES = COC(=O)OC.COC(=O)OC.COC(=O)OC.COC(=O)OC.COC(=O)OC.COC(=O)OC.COC(=O)OC.CC(C)=O.CC(C)=O.CC(C)=O
- E_tot (Ha) = -2984.8845

Here are the Mulliken charges for atoms 1 to 6, given in e:
1 C 0.20
2 O -0.41
3 C 0.70
4 O -0.44
5 O -0.39
6 C -0.57



Entry from the Open Molecules 2025 dataset: a structure of composition C30H61BCl3NO12Si2 (wB97M-V/def2-TZVPD).

XYZ file:
```
110
Properties=species:S:1:pos:R:3:forces:R:3
C 1.832 2.997 3.066 -0.2 -0.1 0.0
B 0.469 3.766 3.265 0.3 0.2 0.2
O -0.162 3.688 4.479 -0.5 -0.5 -0.6
Si -0.457 4.790 1.779 -0.2 0.2 0.0
C -1.352 3.481 0.767 0.3 -0.3 -0.3
C -0.339 2.492 0.170 0.1 0.3 -0.2
C 0.207 2.942 -1.183 0.2 -0.2 0.0
Cl -1.107 0.866 -0.031 0.0 -0.1 0.1
O 0.588 5.542 0.718 0.1 0.0 0.6
Si 1.951 6.366 1.135 0.1 0.1 -0.3
O 1.958 7.844 0.423 -0.1 -0.1 -0.1
C 3.397 5.331 0.552 0.1 -0.1 0.1
C 4.503 5.060 1.349 0.0 0.1 0.1
C 5.523 4.256 0.861 0.0 0.0 0.1
C 5.399 3.748 -0.415 0.1 -0.1 -0.1
C 4.269 4.080 -1.156 0.1 -0.1 -0.1
N 3.285 4.841 -0.697 0.0 0.1 0.0
C -1.585 6.108 2.518 -0.3 0.1 -0.2
Cl -0.958 6.775 3.997 0.1 0.1 0.1
C -2.728 6.579 2.009 0.2 -0.2 -0.2
C -3.339 6.110 0.711 -0.3 -0.1 0.3
Cl -3.637 7.815 2.806 0.0 0.1 0.1
H 2.272 3.110 2.075 0.1 0.0 0.1
H 1.734 1.924 3.271 -0.1 0.0 0.0
H 2.527 3.383 3.821 0.1 0.0 -0.1
H -0.006 2.835 4.905 0.4 0.3 0.4
H -1.910 3.905 -0.070 -0.1 0.0 0.1
H -2.039 2.928 1.412 -0.1 0.2 0.0
H 0.506 2.312 0.834 -0.1 -0.1 0.1
H 1.177 2.477 -1.374 -0.1 0.0 0.0
H -0.459 2.636 -1.990 -0.1 0.2 0.1
H 0.365 4.020 -1.194 -0.1 0.0 0.0
H 2.042 6.605 2.586 0.0 0.0 0.0
H 1.795 7.810 -0.526 0.1 0.2 0.0
H 4.558 5.470 2.351 0.0 0.0 0.0
H 6.387 4.026 1.472 0.0 0.0 0.0
H 6.158 3.104 -0.842 0.0 0.0 0.0
H 4.166 3.705 -2.169 -0.1 0.0 0.0
H -3.639 5.064 0.794 0.1 0.0 -0.1
H -2.651 6.232 -0.125 0.0 0.0 0.0
H -4.250 6.670 0.512 0.1 0.1 -0.1
C -3.238 -1.919 -2.729 0.0 0.0 -0.1
O -1.994 -2.061 -3.372 0.0 -0.2 0.1
C -0.916 -1.734 -2.511 -0.1 0.0 -0.2
C 0.389 -2.262 -3.060 0.1 0.1 0.0
O 0.603 -3.643 -2.818 0.0 0.0 0.0
C -0.117 -4.554 -3.633 0.0 -0.1 0.0
C 0.440 -4.703 -5.030 -0.1 0.0 -0.1
O 0.033 -3.626 -5.854 0.1 0.1 0.1
C 0.836 -3.500 -7.003 -0.1 0.0 0.0
H -3.397 -0.890 -2.384 0.0 0.0 0.0
H -4.013 -2.175 -3.449 0.0 0.0 0.0
H -3.318 -2.600 -1.872 0.0 0.1 0.0
H -1.087 -2.159 -1.513 0.0 0.0 0.0
H -0.852 -0.643 -2.421 0.0 0.0 0.1
H 1.196 -1.754 -2.527 0.0 0.0 0.0
H 0.480 -2.024 -4.122 -0.1 0.0 0.0
H -1.179 -4.302 -3.670 0.0 0.1 -0.1
H -0.013 -5.520 -3.136 0.0 0.0 0.0
H 0.071 -5.645 -5.461 0.1 0.0 0.0
H 1.536 -4.748 -4.978 0.0 0.0 0.0
H 1.880 -3.293 -6.736 0.0 0.0 0.0
H 0.448 -2.666 -7.584 0.0 0.0 0.0
H 0.801 -4.408 -7.618 0.0 0.0 0.0
C 4.721 0.850 2.624 0.0 0.0 0.1
O 5.445 -0.342 2.443 0.1 0.1 -0.1
C 5.155 -0.948 1.195 0.0 0.0 0.1
C 6.196 -1.986 0.847 0.0 -0.1 -0.1
O 7.396 -1.442 0.320 0.0 0.0 0.0
C 8.290 -0.844 1.244 0.1 0.1 0.0
C 9.085 -1.836 2.062 0.0 0.0 0.1
O 8.307 -2.348 3.127 -0.1 -0.1 -0.1
C 8.837 -3.543 3.649 0.0 0.1 0.1
H 3.640 0.669 2.602 0.0 0.0 0.0
H 4.990 1.257 3.598 0.0 0.0 0.0
H 4.973 1.587 1.851 -0.1 0.0 0.0
H 5.126 -0.187 0.404 0.0 0.0 0.0
H 4.170 -1.434 1.251 0.0 0.0 -0.1
H 5.789 -2.601 0.042 0.0 0.0 0.0
H 6.394 -2.633 1.704 0.0 0.1 0.1
H 7.774 -0.138 1.899 0.0 -0.1 0.1
H 8.999 -0.285 0.630 0.0 0.0 0.0
H 9.970 -1.329 2.474 0.1 0.0 -0.1
H 9.421 -2.653 1.410 0.0 0.0 0.0
H 8.857 -4.333 2.889 0.0 0.0 0.0
H 8.192 -3.858 4.467 0.0 0.0 0.0
H 9.853 -3.397 4.035 0.0 0.0 0.0
C -5.481 -2.140 1.494 0.0 0.0 0.0
O -6.782 -2.422 1.037 0.1 -0.1 -0.1
C -7.100 -1.715 -0.148 0.0 0.0 0.2
C -8.307 -2.321 -0.825 -0.1 0.1 -0.1
O -8.016 -3.483 -1.584 0.0 0.0 0.0
C -7.806 -4.686 -0.863 0.1 -0.1 0.0
C -9.076 -5.326 -0.351 0.0 0.0 0.1
O -9.525 -4.683 0.827 0.0 0.1 -0.1
C -10.879 -4.956 1.101 0.0 0.0 0.1
H -5.359 -1.074 1.721 0.0 0.0 0.0
H -5.320 -2.715 2.403 0.0 0.0 0.0
H -4.729 -2.434 0.751 0.0 0.1 0.0
H -6.249 -1.735 -0.842 0.0 0.0 0.0
H -7.318 -0.668 0.110 0.0 0.0 -0.1
H -8.675 -1.595 -1.552 0.0 0.0 0.0
H -9.100 -2.506 -0.097 0.1 0.0 0.1
H -7.095 -4.543 -0.047 -0.1 0.0 0.1
H -7.361 -5.374 -1.585 0.0 0.0 0.0
H -8.877 -6.385 -0.130 0.0 0.0 -0.1
H -9.847 -5.271 -1.131 0.0 0.0 0.0
H -11.528 -4.590 0.297 0.0 0.0 0.0
H -11.136 -4.441 2.024 0.0 0.0 0.0
H -11.052 -6.031 1.235 0.0 0.0 0.0
```
Forces are in eV/Å.

- Kohn-Sham gap (eV) = 9.410
- E_tot (Ha) = -4121.7629

Here are the Mulliken charges for atoms 1 to 6, given in e:
1 C -1.00
2 B 0.77
3 O -0.63
4 Si -0.06
5 C -1.12
6 C 1.10